No. 1
{"formula": "C9H7NO2", "method": "ωB97M-V/def2-TZVPD", "total_charge": 0, "lumo_energy_ev": -0.4, "de_lowest_ev": 4.964, "orbital_gap_ev": 8.4972, "e_homo_ev": -8.9, "smiles": "Nc1cc(=O)oc2ccccc12", "e_tot_ha": -552.244798, "elements": ["C", "C", "C", "C", "C", "C", "C", "C", "C", "H", "H", "H", "H", "H", "H", "H", "N", "O", "O"], "positions_angstrom": [[0.73, 1.33, -0.13], [1.97, 0.72, -0.23], [2.11, -0.75, -0.09], [-0.27, -0.81, -0.24], [-1.36, -1.66, 0.05], [-2.72, -1.26, 0.17], [-2.90, 0.07, -0.06], [-1.86, 1.07, 0.07], [-0.52, 0.58, -0.28], [-0.36, 3.10, 0.59], [1.25, 3.38, 0.05], [2.86, 1.36, -0.13], [-1.24, -2.82, -0.25], [-3.71, -1.70, 0.26], [-3.88, 0.69, 0.51], [-2.29, 2.27, 0.45], [0.47, 2.75, 0.12], [3.19, -1.30, 0.44], [0.93, -1.37, -0.17]], "mulliken_charge": [0.769, -0.791, 0.390, 0.346, -0.197, -0.305, -0.446, -0.543, 0.803, 0.143, 0.193, 0.273, 0.196, 0.337, 0.161, 0.023, -0.406, -0.618, -0.329]}

No. 2
{"formula": "C9H8", "method": "ωB97M-V/def2-TZVPD", "total_charge": 0, "lumo_energy_ev": 0.2, "de_lowest_ev": 8.624, "orbital_gap_ev": 8.3950, "e_homo_ev": -8.2, "e_tot_ha": -347.382661, "elements": ["C", "C", "C", "C", "C", "C", "C", "C", "C", "H", "H", "H", "H", "H", "H", "H", "H"], "positions_angstrom": [[0.73, -1.88, 0.18], [-0.08, -0.69, 0.04], [-1.61, -1.07, -0.06], [-2.79, -1.30, -0.04], [0.33, 0.64, -0.04], [1.82, 0.83, 0.35], [2.69, -0.10, -0.27], [-0.59, 1.67, -0.33], [-1.36, 2.62, -0.01], [0.98, -2.06, -0.96], [1.70, -1.80, 0.69], [0.32, -3.08, 0.55], [-3.86, -1.74, 0.27], [2.03, 1.89, 0.89], [3.80, -0.06, -0.21], [2.23, -1.07, -0.74], [-2.08, 3.64, 0.62]], "mulliken_charge": [-1.582, 0.663, -0.964, 0.459, 0.726, -0.148, -0.874, -0.583, -0.206, 0.393, 0.463, 0.255, 0.332, 0.269, 0.267, 0.218, 0.313]}

No. 3
{"formula": "C9H8Al3BeBr4F8NO14PS", "method": "ωB97M-V/def2-TZVPD", "total_charge": 1, "lumo_energy_ev": -9.4, "orbital_gap_ev": 1.8225, "e_homo_ev": -11.3, "e_tot_ha": -14031.590969, "elements": ["N", "C", "C", "Br", "C", "O", "O", "C", "O", "H", "H", "Be", "O", "H", "C", "F", "F", "F", "S", "O", "O", "O", "O", "P", "O", "O", "O", "C", "Br", "Br", "Br", "H", "C", "C", "O", "C", "O", "O", "H", "H", "H", "H", "Al", "Al", "F", "F", "Al", "F", "F", "F"], "positions_angstrom": [[-1.61, 4.36, -2.50], [-0.62, 3.43, -3.04], [-0.32, 3.13, -4.42], [-1.18, 3.89, -6.03], [0.84, 2.06, -4.42], [1.25, 1.26, -5.28], [1.45, 2.07, -3.10], [0.38, 2.47, -2.24], [0.10, 2.17, -1.07], [-1.33, 5.29, -2.86], [-1.51, 4.44, -1.47], [0.61, 3.10, -7.25], [-3.59, 2.23, -1.09], [-2.65, 2.21, -0.92], [2.16, -1.02, 0.42], [1.90, -2.17, -0.25], [3.44, -1.11, 0.82], [2.12, -0.02, -0.53], [0.98, -0.73, 1.83], [1.15, -1.88, 2.71], [-0.34, -0.67, 1.21], [1.40, 0.53, 2.43], [-2.72, -0.71, -1.18], [-4.00, -1.04, -1.93], [-5.20, -0.49, -1.17], [-4.14, -2.56, -2.05], [-3.97, -0.41, -3.36], [-0.53, 1.81, 4.95], [-0.11, 0.32, 6.12], [-2.31, 2.51, 5.29], [0.83, 3.21, 5.04], [-0.53, 1.43, 3.93], [3.89, -3.68, 5.66], [3.58, -2.56, 4.71], [4.86, -2.01, 4.44], [5.78, -2.99, 4.69], [6.94, -2.91, 4.41], [5.20, -4.06, 5.30], [3.19, -4.52, 5.56], [3.89, -3.35, 6.71], [3.15, -2.92, 3.77], [2.92, -1.81, 5.14], [2.70, 2.29, -1.20], [2.35, 4.92, 4.97], [-2.65, 0.56, -4.24], [-5.46, -4.94, -5.29], [-5.55, -3.22, -5.70], [-4.05, -2.71, -6.51], [-5.76, -2.26, -4.21], [-6.92, -2.93, -6.78]], "mulliken_charge": [-0.497, -0.009, 0.056, 0.109, 0.564, -0.459, -0.244, 0.937, -0.372, 0.373, 0.341, 0.492, -0.387, 0.291, 0.415, -0.194, -0.211, -0.149, 1.090, -0.601, -0.510, -0.664, 0.049, 0.741, -0.294, -0.203, -0.037, 0.026, 0.100, 0.064, 0.432, 0.050, -0.297, -0.018, -0.308, 0.624, -0.539, -0.318, 0.310, 0.254, 0.175, 0.107, 0.627, 0.251, -0.242, -0.443, 0.780, -0.463, -0.358, -0.441]}